This record from the OMol25 dataset describes C48H48F6N5PtS3Sb as an isolated structure at a distorted geometry. The level of theory is wB97M-V/def2-TZVPD.

Properties
Charge   +3
⟨S²⟩   0.78
LUMO level (spin up / spin down)   -11.198 / -11.111 eV
Electronic energy   -116568.066 eV
Frontier orbital gap (spin up / spin down)   0.1805 / 0.1837 hartree
Multiplicity   2

Geometry (Å):
C 3.95 2.07 -1.32
H 0.75 8.74 -0.61
C 2.59 1.81 -1.32
C -3.21 4.75 -0.33
C -0.76 2.99 -3.44
H -0.59 -0.37 3.27
H -2.20 -2.80 -0.80
C -1.55 4.84 -4.72
H 3.10 0.86 2.17
H -1.66 3.17 6.54
C -1.49 2.63 -5.68
Pt -0.37 -0.08 -0.04
S -0.65 4.13 0.45
N -0.75 3.22 -0.81
C -1.48 -2.42 -1.51
H 5.51 3.39 -1.97
H -2.18 4.37 -6.71
H 2.19 0.92 -0.85
C 1.06 7.74 -0.37
C -0.74 2.72 4.67
H -0.95 6.97 -0.33
C 0.51 5.46 0.11
H 1.95 -2.69 -1.94
C 1.15 -4.24 1.44
C -4.68 6.12 0.98
F -4.52 2.25 0.74
H 0.93 -4.88 -1.24
N 0.30 -2.37 0.07
C 2.34 3.93 3.38
C 2.40 7.45 -0.20
H 2.72 -6.46 2.04
N -0.19 0.84 -1.84
C 2.10 -6.06 2.84
C 2.21 3.85 -2.57
H 1.95 -0.32 4.12
H 2.61 -6.21 3.78
H -0.45 -4.72 -2.30
H -0.74 -4.93 -0.58
H 2.14 4.15 0.53
F -4.78 -0.67 0.70
H -3.94 6.75 2.89
H 2.18 -1.62 5.31
H -3.00 4.17 -1.22
H 5.37 1.62 2.79
H -2.43 0.86 6.92
H -1.76 5.89 -4.81
C 1.97 -2.31 3.30
H 2.72 -3.97 4.43
S -0.03 2.34 -1.93
C 0.95 -2.39 -2.22
C -0.83 0.41 3.98
C 4.70 3.53 3.49
C -1.77 3.98 -5.79
H 3.14 8.23 -0.30
H -1.49 -1.32 -1.48
H 0.89 -1.30 -2.25
H 0.82 -5.01 0.78
F -2.89 0.66 -0.75
S 0.51 2.15 2.29
C -3.73 6.19 1.99
C 1.35 -1.93 2.12
C 3.58 4.09 -2.57
C -2.51 5.55 1.85
C -0.45 1.71 3.77
H -1.67 1.96 -6.51
N 0.72 1.01 1.33
C -0.07 -2.94 -1.19
C 3.61 4.36 3.71
C -4.42 5.40 -0.17
C 1.86 5.16 0.27
C 1.74 2.71 -1.93
H -0.44 3.74 4.47
C 4.44 3.21 -1.95
Sb -3.55 0.67 1.08
C -1.57 0.10 5.11
F -3.67 0.77 2.97
C -1.86 1.10 6.03
H 4.63 1.37 -0.86
H 3.96 4.97 -3.06
H 3.85 5.92 0.25
C 4.52 2.27 2.95
H 1.22 -0.88 1.90
H 3.75 5.34 4.14
C -2.27 4.84 0.68
H -1.78 -2.72 -2.51
F -1.95 1.83 1.31
H 3.50 -1.17 4.25
H -0.88 4.98 -2.68
H 1.54 4.52 -3.07
C 0.90 -2.86 1.14
C 2.21 -3.66 3.53
C -0.07 -4.47 -1.31
H -5.62 6.64 1.09
H -5.17 5.33 -0.95
C 3.25 1.83 2.61
H -1.76 5.59 2.61
H -0.75 1.07 -4.38
C 2.17 2.67 2.83
H -1.92 -0.91 5.26
C -1.44 2.40 5.82
C 1.81 -4.63 2.60
C -1.04 4.34 -3.53
F -2.22 -0.82 1.36
H 1.18 -6.65 2.83
C -0.98 2.12 -4.49
H 5.70 3.88 3.74
H 0.72 -2.79 -3.20
C 2.80 6.16 0.11
C 2.42 -1.29 4.30
N -0.03 3.57 1.77
H 1.48 4.58 3.52
C 0.10 6.75 -0.22

These are the Löwdin partial charges, in e, on atoms 1 to 5: number 1, C, carries -0.046; number 2, H, carries 0.123; number 3, C, carries -0.089; number 4, C, carries -0.065; number 5, C, carries -0.296